Formula: C3H7NO2S
Source: the Open Molecules 2025 dataset
Level of theory: wB97M-V/def2-TZVPD

The calculation puts the HOMO-LUMO gap at 9.53 eV. Its relative energy (zero: lowest compared OMol25 entry of this formula, charge and spin) is 0.487 eV. The SMILES is N[C@@H](CS)C(=O)O. As for the spin multiplicity: 1. The value obtained for the total energy is -19645.117 eV. As for the total charge: 0.

```
14
C3H7NO2S wB97M-V/def2-TZVPD
N -0.79803 -0.44903 1.09677
C -0.21170 -0.31319 -0.19510
C -0.46822 1.06234 -0.85491
S -2.23827 1.16339 -1.18288
C 1.29772 -0.48678 -0.15096
O 2.02037 -0.09602 -1.02714
O 1.75242 -1.10149 0.96507
H -0.49619 -1.36208 1.43621
H -0.44932 0.22115 1.78716
H -0.59668 -1.12648 -0.80921
H -0.08930 1.83655 -0.18912
H 0.09020 1.13257 -1.77583
H -2.53450 0.72250 0.04316
H 2.72150 -1.20343 0.85679
```


Formula: C23H57B2F4HfN10O4SSi4Te
Source: the Open Molecules 2025 dataset
Level of theory: wB97M-V/def2-TZVPD

The calculation puts the HOMO-LUMO gap at 5.30 eV. Its relative energy (zero: lowest compared OMol25 entry of this formula, charge and spin) is 5.725 eV. As for the spin multiplicity: 1. The value obtained for the total energy is -111021.330 eV. As for the total charge: +3.

```
107
C23H57B2F4HfN10O4SSi4Te wB97M-V/def2-TZVPD
Hf 0.23197 1.33649 1.00195
C 0.16898 5.91256 0.93309
C 0.51602 4.47178 0.96954
N -0.21225 3.52376 0.50631
O -1.47669 3.79949 0.12820
B -1.86827 3.22650 -1.21300
F -1.12851 3.85297 -2.18632
F -3.21446 3.31665 -1.32172
O -1.55228 1.71058 -1.22664
N -0.22377 1.45510 -1.08104
C 0.64737 1.58561 -2.02010
C 0.36078 1.89149 -3.44012
C 2.01380 1.28512 -1.52011
N 2.02418 1.02259 -0.25843
O 3.16699 0.59737 0.32046
B 3.81667 1.68983 1.17995
F 3.99141 2.79868 0.35955
F 4.92395 1.17363 1.73154
O 2.83659 2.05890 2.29609
N 1.74260 2.71133 1.81458
C 1.78109 3.97710 1.58306
C 2.89937 4.87868 1.93019
C 3.21543 1.21112 -2.38534
H -0.76143 6.06503 0.39393
H 0.96759 6.46516 0.43379
H 0.07622 6.32401 1.94047
H -0.70702 2.00729 -3.59636
H 0.74638 1.09939 -4.08588
H 0.83696 2.83244 -3.72293
H 3.58980 4.37447 2.60180
H 2.53073 5.79911 2.38223
H 3.45463 5.14447 1.02750
H 3.56780 0.17730 -2.43875
H 4.01794 1.78876 -1.92309
H 3.02670 1.58938 -3.38553
N -1.62083 -1.08306 2.79399
N -0.76501 -1.79966 3.62639
C 0.49808 -1.38119 3.85041
N 1.16536 -2.03109 4.80089
S 1.32867 -0.16253 3.00768
H -2.15781 -0.41237 3.33272
H -2.26494 -1.73700 2.36232
H -1.18199 -2.42616 4.30271
H 0.74076 -2.71342 5.40852
H 2.10175 -1.72502 5.01678
C 0.73538 -6.76162 -1.29955
Si 0.88784 -5.64006 0.15491
C -0.64543 -5.21085 1.10067
C 2.48509 -4.95996 0.78092
Si 0.13184 -2.45633 -2.06395
Te 0.11435 -1.32011 0.11154
Si 2.18393 -2.87979 -3.32043
C 3.76959 -2.71938 -2.30724
C 2.02338 -1.60008 -4.69932
C 2.13397 -4.59683 -4.10640
Si -2.03410 -2.92806 -3.04157
C -1.88253 -4.53514 -4.01504
C -2.35556 -1.44009 -4.14396
C -3.24750 -3.13888 -1.61224
H 0.59777 -7.79796 -0.96788
H 1.62031 -6.74530 -1.93388
H -0.13071 -6.50566 -1.91368
H -0.72067 -5.81392 2.01206
H -1.55048 -5.39138 0.51816
H -0.62443 -4.15770 1.38264
H 2.81255 -5.50390 1.67422
H 2.37072 -3.90808 1.05450
H 3.28936 -5.03811 0.04803
H 3.66525 -2.11606 -1.40256
H 4.54686 -2.26085 -2.92295
H 4.14295 -3.70354 -2.02006
H 2.02931 -0.57099 -4.33810
H 1.10610 -1.75758 -5.27187
H 2.85819 -1.70600 -5.39571
H 2.57230 -5.36113 -3.46589
H 2.74069 -4.56778 -5.01488
H 1.13375 -4.91682 -4.39962
H -1.08682 -4.49343 -4.76012
H -2.81420 -4.72107 -4.55466
H -1.70987 -5.39964 -3.37248
H -1.52326 -1.27212 -4.83139
H -2.50873 -0.52940 -3.56128
H -3.24875 -1.59509 -4.75261
H -3.26413 -4.17075 -1.25684
H -4.26201 -2.89083 -1.92983
H -2.99071 -2.48762 -0.77379
C -3.60447 1.44605 1.42607
N -3.27717 2.66682 2.15352
C -4.13901 3.81716 1.87380
C -2.14393 2.77240 2.86111
N -1.10243 1.94412 2.63095
N -2.08517 3.68083 3.85530
C -0.81837 4.17225 4.37939
C -3.25467 4.09574 4.63073
H -4.39241 1.67048 0.71382
H -3.97629 0.67887 2.11087
H -2.76155 1.05335 0.86152
H -3.67460 4.73890 2.20524
H -5.11344 3.71010 2.35123
H -4.27416 3.88861 0.79559
H -0.46483 2.00625 3.42126
H -0.55609 3.68587 5.32292
H -0.91211 5.24118 4.57282
H -0.01208 4.02731 3.66352
H -4.06189 3.37635 4.52055
H -3.61002 5.08682 4.34897
H -2.96819 4.12781 5.68163
```


Formula: C5H8N
Source: the Open Molecules 2025 dataset
Level of theory: wB97M-V/def2-TZVPD

The calculation puts the HOMO-LUMO gap at 8.65 eV. Its relative energy (zero: lowest compared OMol25 entry of this formula, charge and spin) is 6.802 eV. The SMILES is C=C[C@@H]1C=C1[NH3+]. As for the spin multiplicity: 1. The value obtained for the total energy is -6791.286 eV. As for the total charge: +1.

```
14
C5H8N wB97M-V/def2-TZVPD
C -2.94803 0.20531 0.08111
C -1.75073 0.53919 0.07522
C -0.52970 0.04741 -0.69586
C 0.46052 -0.63170 0.06997
C 1.34351 0.06841 -0.51728
N 2.82110 -0.06268 0.10852
H -3.66838 0.50911 0.78387
H -3.19433 -0.68899 -0.47709
H -1.39055 1.38884 0.49021
H -0.63511 0.04471 -1.80115
H 0.07726 -1.05285 1.04452
H 3.59819 -0.39714 -0.48096
H 2.63893 -0.71059 0.79773
H 3.17732 0.74098 0.52118
```


Formula: C5H9N2
Source: the Open Molecules 2025 dataset
Level of theory: wB97M-V/def2-TZVPD

The calculation puts the HOMO-LUMO gap at 10.90 eV. Its relative energy (zero: lowest compared OMol25 entry of this formula, charge and spin) is 5.624 eV. The SMILES is Cc1nc1=[N+](C)C. As for the spin multiplicity: 1. The value obtained for the total energy is -8300.108 eV. As for the total charge: +1.

```
16
C5H9N2 wB97M-V/def2-TZVPD
C 2.89611 -0.67341 -0.05265
C 1.85006 0.23085 -0.01385
N 1.41588 1.48715 -0.01274
C 0.34773 0.60971 0.02412
N -0.85498 0.24147 -0.07161
C -1.84611 1.32447 0.04702
C -1.56204 -1.00314 0.04815
H 3.10202 -1.19571 -0.96488
H 2.55843 -1.65381 0.56973
H 3.78764 -0.24675 0.11428
H -2.42555 1.38391 0.91605
H -2.70407 1.28728 -0.77286
H -1.55252 2.34316 -0.19839
H -2.48868 -0.89169 0.61782
H -0.86003 -1.60337 0.67830
H -1.66389 -1.64010 -0.92849
```